Entry from the OMol25 dataset: a cluster of 14 separate species, C45H117F6N12O22S2 in total in a non-equilibrium geometry (wB97M-V/def2-TZVPD).

```
204
Properties=species:S:1:pos:R:3:forces:R:3:mulliken_charge:R:1
C 22.59224 -2.31031 8.07521 1.4419 -1.4653 -1.4591 0.63
F 22.46144 -2.91416 9.24108 -0.1339 -0.0230 0.7369 -0.23
F 21.42480 -2.31472 7.45774 -0.2839 0.4841 0.0572 -0.22
F 23.07074 -1.08647 8.24426 -0.4637 0.2978 0.1384 -0.21
S 23.88117 -3.23402 6.99416 0.3912 0.4184 0.6277 0.90
O 23.82920 -2.57003 5.70764 -1.0094 -0.9473 0.5492 -0.60
O 25.14989 -3.01890 7.63335 -0.1283 -0.5229 1.0035 -0.64
N 23.36128 -4.85687 7.18731 1.8563 3.4402 2.0347 -0.25
S 23.24864 -5.35463 5.75410 -2.1813 -2.5008 -3.4379 0.95
O 22.00339 -4.81969 5.20787 1.0302 -0.8866 -0.6403 -0.63
O 24.45086 -5.37202 4.94334 -0.7226 -0.1227 0.5461 -0.61
C 22.78768 -7.28793 6.03853 0.7078 1.8248 -1.4346 0.58
F 23.40582 -7.87810 7.05295 -0.3667 0.0894 0.4706 -0.22
F 21.46070 -7.29814 6.16459 0.1983 -0.6753 0.4809 -0.22
F 23.11983 -8.00299 4.93349 -0.3380 0.5375 0.4849 -0.24
C 31.73882 -1.69444 7.75219 3.7414 -1.9525 -0.6180 0.66
O 32.85843 -2.16348 7.90152 0.8815 -0.2964 -0.6605 -0.69
N 31.03540 -1.60836 6.69755 -0.9597 -0.9129 -6.2533 -0.38
N 31.08314 -1.19269 8.68826 -2.6982 2.8177 7.9943 -0.42
H 30.10831 -1.20841 6.72280 0.4817 -0.2785 -0.8036 0.19
H 31.54306 -1.99383 5.91410 -1.0637 0.2391 -0.6460 0.22
H 31.58581 -1.34567 9.55084 -0.7906 0.3195 0.5092 0.24
H 30.07449 -1.14788 8.66175 0.3767 0.0507 0.4637 0.20
C 19.97618 -6.80051 11.21430 -4.8734 -1.1203 3.8416 0.73
O 19.31899 -7.31352 12.18403 2.0381 1.1502 -2.2002 -0.74
N 21.17383 -7.01706 10.83730 5.1310 -2.8676 0.8649 -0.30
N 19.52284 -5.90867 10.38655 -3.2645 3.3279 -2.4114 -0.31
H 21.51683 -6.55365 10.00801 0.8482 -0.6300 0.6854 0.15
H 21.68297 -7.52225 11.54840 0.8594 -0.0643 -0.8525 0.20
H 18.60243 -5.49751 10.44897 0.2929 -0.2874 -0.0467 0.18
H 20.16456 -5.61158 9.66543 -0.9561 0.5342 0.0234 0.09
C 27.95827 -7.09741 10.79322 -0.2161 0.1002 1.8319 0.67
O 28.78605 -7.75839 11.36187 1.6393 -1.4211 -0.2194 -0.66
N 27.46073 -6.01160 11.29399 -0.5478 6.0471 4.2494 -0.42
N 27.19309 -7.31131 9.77365 -0.0099 -3.3685 -3.8988 -0.34
H 27.92192 -5.57381 12.07867 -0.0199 -0.1650 -0.1136 0.21
H 26.87292 -5.38168 10.76694 0.3499 -0.0789 0.1693 0.13
H 27.45904 -8.20139 9.37726 -1.2990 0.1442 -1.0880 0.22
H 26.40476 -6.68832 9.67106 0.0561 -1.2307 -0.9863 0.19
C 28.25918 -13.63399 6.36396 0.6863 0.2317 -1.1433 -1.01
C 29.18758 -13.33452 7.54240 -2.8391 -1.5035 -0.6572 -0.20
O 29.39192 -11.96543 7.54760 1.1576 0.6623 0.4812 -0.48
H 27.90482 -14.66456 6.34228 0.1230 -0.0220 -0.1488 0.32
H 28.82368 -13.36094 5.47239 0.1427 -0.6322 -0.4477 0.27
H 27.41683 -12.95357 6.23922 -0.1855 -0.0072 0.8937 0.31
H 30.05468 -13.99353 7.49855 0.3329 0.3898 0.0507 0.28
H 28.55189 -13.67213 8.36095 0.5633 0.4256 0.9178 0.21
H 30.30326 -11.84024 7.27305 0.0084 0.4624 0.0541 0.31
C 25.26112 -15.65204 0.16452 1.0523 1.0342 -1.0924 -0.99
C 23.87357 -15.06420 0.34684 -0.0218 -1.7181 -0.1814 -0.16
O 22.93722 -16.15871 0.07867 0.2153 1.2308 0.8443 -0.52
H 25.41281 -16.73135 0.17824 -0.7432 0.0239 0.4922 0.32
H 25.98890 -15.18606 0.82882 -0.0617 -0.0795 0.1986 0.28
H 25.60133 -15.36912 -0.83163 0.1591 -0.0320 -0.1825 0.25
H 23.63172 -14.26745 -0.35659 0.3609 0.1529 0.0341 0.24
H 23.79090 -14.68044 1.36370 -0.3958 -0.1028 0.0836 0.28
H 22.17816 -15.85617 0.58256 -0.5645 -0.5056 -0.1940 0.29
C 26.61013 2.09516 13.32122 1.1995 -1.3266 1.6483 -1.04
C 27.22535 2.28437 14.70965 -0.7887 1.7928 -0.6209 -0.25
O 28.51730 2.86776 14.66096 0.5702 -0.7266 -0.0205 -0.51
H 26.66740 3.01892 12.74548 -0.5305 -0.2686 -0.1375 0.42
H 25.65162 1.65886 13.60227 -0.4866 0.4527 -0.9620 0.27
H 27.22556 1.28411 12.93194 -0.2029 0.1509 -0.9204 0.26
H 27.17864 1.33441 15.24210 0.4617 0.2581 0.2375 0.31
H 26.62001 3.06503 15.17034 -0.4750 -0.4389 0.7748 0.26
H 28.51091 3.41717 13.87374 0.2503 0.1048 -0.0011 0.28
C 18.14494 3.28316 12.23156 0.8208 -0.1597 -2.2772 -1.22
C 19.03090 3.06459 13.41260 0.0179 2.1974 -0.2711 -0.14
O 18.21558 2.98971 14.55761 0.3111 -1.1361 0.9645 -0.53
H 17.28880 2.61018 12.18439 0.0088 0.0919 0.1308 0.34
H 18.76257 3.09014 11.35444 -0.0111 -0.6200 -0.3511 0.34
H 17.89399 4.30333 11.94107 -0.5483 0.2878 1.0234 0.39
H 19.65913 3.94559 13.54397 0.2044 0.4121 -0.1619 0.21
H 19.80324 2.32629 13.19694 -0.7969 -1.0490 0.8746 0.30
H 17.48607 3.59345 14.39986 -0.0035 -0.0203 0.0632 0.31
C 27.64361 -0.43491 1.27510 -0.8163 -0.6439 -1.3123 -1.18
C 28.12812 0.99821 1.38721 0.1608 -1.5660 0.5803 -0.04
O 27.52767 1.48011 2.54040 -0.3672 1.1974 1.2982 -0.51
H 26.55665 -0.50588 1.31479 -0.4020 0.4886 -0.1714 0.38
H 27.89203 -1.11018 2.09388 0.8131 0.3190 -0.0208 0.33
H 27.86656 -0.87759 0.30431 0.4031 -0.2433 0.0640 0.29
H 27.89456 1.66079 0.55383 0.1805 -0.3181 -0.4026 0.24
H 29.19686 0.92237 1.58760 0.1741 0.5715 -0.2864 0.20
H 26.64296 1.10750 2.54872 -0.1430 0.1761 0.2660 0.30
C 15.85293 0.87098 0.24531 -0.7130 -0.0393 1.2974 -0.73
O 15.98648 0.95864 1.71738 -0.5299 -0.9452 -1.1563 -0.35
C 15.06162 0.09532 2.46303 1.3104 0.5753 0.0626 -0.55
C 15.79570 -0.39449 3.75867 -1.0984 -0.5162 -1.5231 -0.50
N 14.94456 -1.48008 4.23592 0.0407 -0.7320 1.9385 -0.20
C 15.33474 -2.33058 5.38046 -0.8887 -0.7929 -0.1737 -0.54
C 14.24734 -3.43316 5.72620 0.4715 2.0461 -1.2033 -0.74
O 14.11064 -4.42939 4.69826 -0.0074 0.8105 1.0151 -0.36
C 15.24993 -5.26931 4.63680 -0.5227 -0.4012 0.7458 -0.70
H 14.86487 1.28098 0.03623 0.0897 0.1145 -0.5276 0.31
H 15.92044 -0.12279 -0.19736 -0.2645 -0.5880 0.7098 0.30
H 16.63785 1.37136 -0.32182 0.0487 0.7257 0.8288 0.28
H 14.64966 -0.69726 1.83836 0.8099 -0.5802 -0.1695 0.36
H 14.12293 0.54927 2.78065 0.1592 1.0081 0.0194 0.33
H 15.88934 0.43975 4.45393 -0.5763 -0.0008 0.3200 0.20
H 16.84206 -0.61935 3.55210 0.0657 -0.6453 -0.3890 0.32
H 14.41754 -2.05346 3.59283 0.4879 0.3965 -0.5500 0.26
H 15.43694 -1.74214 6.29225 0.1992 0.1798 -0.0340 0.38
H 16.23634 -2.92363 5.22710 0.5943 0.4387 -0.1167 0.29
H 13.33203 -2.84662 5.80535 -0.4498 -0.4842 -0.2805 0.38
H 14.45848 -3.78780 6.73503 0.2081 -0.7115 -0.1379 0.42
H 15.50262 -5.59431 5.64606 0.3403 0.1713 0.2849 0.33
H 16.10974 -4.76563 4.19504 -0.0224 -0.3313 -0.2999 0.25
H 14.93255 -6.20377 4.17403 0.2615 0.3014 -0.6618 0.27
C 16.90685 7.37923 7.90903 1.4271 0.6116 0.5465 -0.76
O 18.07661 8.12439 8.35056 -0.6487 -1.5753 -0.4364 -0.31
C 17.97433 9.51792 8.31638 -0.7289 0.2492 -0.4737 -0.72
C 19.26527 10.07509 7.71179 -0.8655 -0.5347 0.6479 -0.37
N 20.30211 9.71955 8.60935 0.9256 0.4297 1.7159 -0.28
C 21.67680 10.00033 8.27931 -0.2027 0.2296 -1.8628 -0.93
C 22.30390 8.96563 7.28842 -0.9291 0.0772 1.4051 -0.33
O 22.59619 7.81120 8.05891 0.7923 3.6151 1.2847 -0.32
C 22.97767 6.78783 7.29421 -0.9361 -3.6057 0.4326 -0.89
H 16.10836 7.51743 8.63802 -0.3343 0.1364 -0.3042 0.29
H 17.17939 6.32387 7.90379 0.1111 0.1042 0.0338 0.22
H 16.67905 7.68229 6.88709 -0.4531 0.0629 0.0857 0.34
H 17.70773 9.85392 9.31844 0.8373 0.3999 0.4009 0.31
H 17.09392 9.87286 7.78066 -0.0570 -0.2430 -0.8019 0.47
H 19.11145 11.14939 7.61015 0.4404 0.1920 -0.1276 0.32
H 19.47475 9.59232 6.75724 -0.6136 0.2154 -0.6628 0.25
H 20.15345 8.80525 9.01192 0.1802 -0.0232 -0.1424 0.28
H 22.25087 10.26369 9.16767 0.3374 -0.8724 0.0531 0.36
H 21.71300 10.94568 7.73791 -0.3381 0.2764 -0.1819 0.39
H 23.10077 9.37194 6.66552 0.8176 -0.0522 0.5123 0.44
H 21.59707 8.61345 6.53712 -0.7304 0.3852 -0.1212 0.26
H 23.87470 6.85982 6.67920 -0.2099 0.3226 -0.2770 0.29
H 22.04010 6.42717 6.87112 0.2194 -0.1239 -1.7742 0.39
H 23.07375 5.96804 8.00612 0.9589 -0.2846 0.0516 0.28
C 34.41775 0.99315 -2.57581 -0.6840 -0.6348 -0.2981 -0.75
O 34.19728 -0.40637 -2.84402 0.0547 0.7079 0.7688 -0.31
C 33.05350 -0.94641 -2.09365 2.3945 1.7844 -0.3009 -0.56
C 33.03774 -2.39626 -2.45109 -1.3810 -0.0744 -1.7835 -0.58
N 31.76530 -2.95372 -2.09242 -0.6342 -0.9025 0.5438 -0.32
C 31.62714 -4.40112 -2.45612 0.3106 0.8664 0.2184 -0.55
C 30.74155 -5.21138 -1.55474 -0.0055 -0.9755 1.3493 -0.58
O 31.48399 -5.76002 -0.40994 0.3956 1.5223 -3.2242 -0.31
C 30.73784 -6.45829 0.47952 -0.5357 0.2243 2.6333 -0.75
H 34.57417 1.17722 -1.51292 0.0729 0.0060 0.0970 0.29
H 33.55835 1.56751 -2.92172 -0.4171 0.0753 0.2158 0.30
H 35.23597 1.42176 -3.15452 0.3233 -0.6923 0.0431 0.26
H 32.25336 -0.22927 -2.27692 -0.8577 -0.8994 -0.6036 0.42
H 33.21714 -0.81969 -1.02347 0.3965 -0.0989 0.3938 0.33
H 33.90094 -2.94232 -2.07056 0.2382 0.1311 0.2432 0.28
H 33.01887 -2.48636 -3.53720 0.7303 0.2237 -0.2402 0.32
H 31.66886 -2.72276 -1.11393 -0.6120 -0.9236 0.3885 0.24
H 32.62041 -4.84100 -2.54566 0.1497 -0.3279 0.3452 0.32
H 31.21986 -4.48985 -3.46327 -0.1869 0.3826 -0.1269 0.29
H 30.21937 -6.03300 -2.04502 0.5184 -0.3465 -0.5334 0.45
H 29.87741 -4.64077 -1.21452 0.1475 0.5903 0.4626 0.37
H 30.58841 -7.53396 0.38630 0.1090 -0.1503 -0.8286 0.26
H 29.78066 -5.97915 0.68525 -0.4015 -0.0405 -0.1883 0.32
H 31.30040 -6.30731 1.40085 -0.1376 -0.4426 0.4351 0.25
C 18.98069 -4.01574 -4.39774 -0.8289 -1.4320 0.5666 -0.48
O 18.45078 -5.16790 -3.63990 0.5474 0.3072 -0.7861 -0.39
C 18.57287 -5.16089 -2.19298 -1.3980 1.3512 -1.9085 -0.68
C 19.99226 -5.04641 -1.80805 0.1498 0.2061 0.1194 -0.27
N 20.72852 -6.09641 -2.41715 1.3446 -1.3908 0.6695 -0.35
C 22.16036 -5.90375 -2.25517 0.3509 -0.6742 -1.3075 -0.94
C 22.77979 -5.05173 -3.41168 -0.4102 -0.2858 -0.0438 -0.35
O 22.29718 -5.47431 -4.74084 0.8612 0.7899 1.7737 -0.33
C 23.13625 -5.18681 -5.87276 -1.3976 -0.6918 0.2026 -0.83
H 20.06591 -3.91987 -4.43227 0.1442 -0.0511 0.7456 0.11
H 18.47264 -3.10472 -4.08146 0.1789 0.1466 0.0502 0.29
H 18.74553 -4.23168 -5.43994 -0.4448 -0.0232 0.1057 0.24
H 18.05823 -6.03776 -1.80010 0.5165 -0.4552 -0.3855 0.30
H 17.90054 -4.36013 -1.88498 0.4373 0.5843 0.5829 0.33
H 20.02006 -5.11379 -0.72049 0.3955 -0.0433 0.1613 0.33
H 20.50682 -4.13946 -2.12548 -0.7374 0.9633 0.3046 0.28
H 20.57704 -6.27677 -3.39931 -0.6751 0.3589 0.0276 0.35
H 22.60290 -6.89945 -2.22621 0.3303 -0.0354 -0.2665 0.38
H 22.42557 -5.46911 -1.29140 -0.2024 0.3011 -0.0418 0.38
H 23.86606 -5.07007 -3.32344 0.1687 -0.2551 -0.3172 0.50
H 22.49237 -4.01508 -3.23600 -0.1529 0.2505 -0.2886 0.24
H 23.64148 -4.22373 -5.94584 0.1434 0.0671 0.7617 0.34
H 22.37970 -5.15901 -6.65695 0.3712 -0.2442 -0.4615 0.25
H 23.80508 -6.03804 -5.99997 0.3070 0.2547 -0.2504 0.29
C 26.30233 -10.35908 15.01785 -1.2293 -0.9531 1.0778 -0.58
O 24.93460 -10.71406 15.46331 0.5649 1.2075 0.4895 -0.36
C 24.45927 -10.03334 16.68437 1.4873 0.2913 -0.9166 -0.81
C 23.83909 -8.63351 16.46594 -1.0935 -1.8464 0.1460 -0.41
N 24.73485 -7.61201 15.99250 -0.5610 0.8400 0.7858 -0.16
C 24.09427 -6.27536 15.83721 0.4683 0.1621 0.2251 -0.99
C 23.25968 -5.59577 16.98086 1.0526 -0.3009 -0.0272 -0.50
O 23.92546 -5.39081 18.23861 -0.0652 -1.0812 -0.9436 -0.35
C 25.23785 -4.85313 18.13547 -1.1331 0.7104 1.0439 -0.68
H 26.44362 -9.29380 14.83532 -0.0288 -0.1510 -0.0134 0.25
H 26.53666 -10.96493 14.14255 -0.4327 0.2649 -0.1746 0.24
H 26.98634 -10.72629 15.78295 0.2046 0.3806 0.2135 0.24
H 25.26180 -9.87712 17.40522 0.7409 0.0145 -0.2510 0.35
H 23.85376 -10.74980 17.23948 -0.7340 0.1732 -0.6006 0.42
H 23.38785 -8.41748 17.43434 0.4498 0.6170 0.3191 0.37
H 22.94068 -8.75606 15.86101 -0.1529 -0.0166 -0.6579 0.33
H 25.06456 -7.82319 15.06148 0.0560 -0.3227 0.0208 0.17
H 23.50162 -6.21935 14.92412 -0.6394 -0.1825 0.0074 0.41
H 24.95157 -5.65338 15.57981 -0.0960 0.4632 0.2163 0.51
H 22.32460 -6.10485 17.21447 0.2009 -0.2901 -0.0241 0.34
H 22.96812 -4.62145 16.58869 0.0257 0.2254 -0.2731 0.39
H 25.88597 -5.34437 17.40972 -0.0201 0.0086 0.2351 0.27
H 25.59103 -4.87791 19.16637 0.5281 -0.4747 -0.1760 0.24
H 25.10757 -3.78232 17.97895 0.4157 0.2653 -0.7543 0.29
```
Positions in Å, forces in eV/Å.

M: 1356.62 u
Net charge: -1
Calculated total energy: -149449.18908 eV
Frontier orbital gap: 8.6 eV
Multiplicity: 1